No. 1
A 2-piece molecular cluster, C5H7PS overall in a non-equilibrium geometry, computed with ωB97M-V with the def2-TZVPD basis set.

Relative energy (zero: lowest compared OMol25 entry of this formula, charge and spin) ... 107.4 kcal/mol
Frontier orbital gap (spin up / spin down) ... 8.2 / 8.2 eV
Total energy ... -25417.2883 eV

Last column: natural (NBO) charge in e.
Positions of all 14 atoms, in Å:
C (1.56, -1.52, -0.42)  -0.189
C (0.96, -0.49, 0.58)  -0.340
C (1.32, -1.42, -1.76)  -0.547
C (0.09, 0.23, -0.17)  -0.280
C (-0.70, 2.39, 0.37)  -0.527
P (0.23, 0.01, -1.92)  0.530
S (-1.25, 2.47, 1.99)  0.089
H (2.13, -2.36, -0.02)  0.201
H (1.25, -0.55, 1.57)  0.219
H (1.77, -2.04, -2.56)  0.244
H (-1.42, 2.58, -0.49)  0.241
H (0.36, 2.66, 0.13)  0.226
H (1.27, 0.98, -2.02)  0.002
H (-0.14, 1.86, 2.43)  0.129

---

No. 2
One molecule with the formula C5H9NO, computed with ωB97M-V with the def2-TZVPD basis set.

Relative energy (zero: lowest compared OMol25 entry of this formula, charge and spin) ... 93.8 kcal/mol
SMILES string ... C[C@H]1CC/C1=N\O
Frontier orbital gap ... 10.4 eV
Total energy ... -8865.1460 eV

Last column: natural (NBO) charge in e.
Positions of all 16 atoms, in Å:
C (-0.73, 1.11, 1.54)  -0.614
C (0.29, 0.77, 0.39)  -0.263
C (1.67, -0.05, 0.09)  -0.377
C (0.92, -0.92, -0.97)  -0.482
C (-0.35, -0.27, -0.47)  0.257
N (-1.58, -0.52, -0.33)  -0.166
O (-2.04, -1.56, -1.16)  -0.587
H (-0.55, 2.07, 2.02)  0.205
H (-0.89, 0.33, 2.30)  0.217
H (-1.73, 1.19, 1.08)  0.246
H (0.44, 1.72, -0.14)  0.217
H (2.46, 0.55, -0.37)  0.210
H (2.14, -0.65, 0.87)  0.215
H (0.95, -2.00, -0.84)  0.237
H (1.18, -0.70, -2.02)  0.227
H (-2.17, -1.06, -1.98)  0.459

---

No. 3
A 2-piece molecular cluster, C15H18 overall in a non-equilibrium geometry, computed with ωB97M-V with the def2-TZVPD basis set.

Relative energy (zero: lowest compared OMol25 entry of this formula, charge and spin) ... 29.5 kcal/mol
2S+1 ... 2
Frontier orbital gap (spin up / spin down) ... 2.1 / 6.9 eV
Total energy ... -15844.6116 eV
Net charge ... -1

Last column: natural (NBO) charge in e.
Positions of all 33 atoms, in Å:
C (2.22, 1.25, -4.76)  -0.633
C (0.96, -1.52, -1.71)  -0.245
C (0.57, -1.71, -3.04)  -0.226
C (1.46, -0.26, -1.36)  -0.223
C (1.02, -0.89, -4.06)  -0.246
C (1.84, 0.61, -2.38)  -0.242
C (1.71, 0.29, -3.70)  -0.026
H (0.85, -2.25, -0.92)  0.217
H (-0.11, -2.55, -3.19)  0.204
H (1.62, 0.00, -0.32)  0.226
H (0.82, -1.18, -5.09)  0.203
H (2.34, 1.53, -2.09)  0.201
H (1.35, 1.93, -4.85)  0.218
H (2.29, 0.80, -5.75)  0.207
H (3.12, 1.77, -4.47)  0.215
C (-1.29, -1.65, 2.00)  -0.424
C (-0.01, -2.48, 2.28)  -0.643
C (-1.30, -0.26, 2.58)  -0.164
C (-0.29, 0.53, 3.13)  -0.219
C (-2.48, 0.48, 2.18)  -0.315
C (-0.43, 1.85, 3.47)  -0.344
C (-2.66, 1.83, 2.45)  -0.234
C (-1.66, 2.52, 3.15)  -0.354
H (-1.42, -1.69, 0.90)  0.173
H (-2.15, -2.19, 2.41)  0.189
H (-0.40, -3.52, 2.25)  0.193
H (0.71, 0.12, 3.28)  0.179
H (-3.19, -0.10, 1.60)  0.170
H (0.18, 2.38, 4.20)  0.189
H (-3.67, 2.18, 2.23)  0.187
H (-1.92, 3.49, 3.56)  0.175
H (0.68, -2.32, 3.11)  0.208
H (0.75, -2.60, 1.49)  0.185

---

No. 4
C28H38AlIN6PSe2 as an isolated structure, computed with ωB97M-V with the def2-TZVPD basis set.

Frontier orbital gap ... 7.7 eV
Total energy ... -193272.9048 eV
Net charge ... +1

Last column: Löwdin charge in e.
Positions of all 77 atoms, in Å:
Al (0.00, 0.12, -1.15)  -0.367
Se (-1.40, 0.96, -2.87)  0.084
P (-0.89, 2.49, 1.06)  0.711
Se (1.04, 1.52, 0.42)  0.511
C (-0.33, 4.12, 1.68)  -0.461
C (-1.25, 5.16, 1.57)  -0.124
C (-0.98, 6.40, 2.12)  -0.077
C (0.23, 6.61, 2.77)  -0.077
C (1.17, 5.59, 2.85)  -0.074
C (0.89, 4.34, 2.31)  -0.112
C (-1.22, 1.69, 2.69)  -0.435
C (-2.18, 2.31, 3.50)  -0.097
C (-2.63, 1.69, 4.65)  -0.075
C (-2.15, 0.45, 5.02)  -0.084
C (-1.19, -0.17, 4.24)  -0.083
C (-0.73, 0.44, 3.07)  -0.142
H (-2.18, 4.99, 1.04)  0.100
H (-1.69, 7.21, 2.05)  0.107
H (0.45, 7.57, 3.21)  0.107
H (2.12, 5.76, 3.35)  0.107
H (1.61, 3.54, 2.38)  0.074
H (-2.57, 3.28, 3.22)  0.100
H (-3.38, 2.18, 5.26)  0.108
H (-2.51, -0.04, 5.91)  0.105
H (-0.80, -1.14, 4.52)  0.104
H (0.02, -0.05, 2.47)  0.053
C (2.07, 0.61, -3.84)  -0.052
N (2.97, 0.46, -2.70)  -0.111
C (3.87, 1.59, -2.50)  -0.024
C (2.76, -0.45, -1.74)  -0.383
N (1.53, -0.99, -1.63)  0.062
C (1.32, -2.28, -1.05)  -0.202
C (2.25, -3.32, -1.02)  -0.023
C (1.96, -4.50, -0.35)  -0.069
C (0.74, -4.66, 0.29)  -0.070
C (-0.22, -3.68, 0.17)  -0.023
C (0.04, -2.51, -0.54)  -0.221
N (-0.95, -1.51, -0.76)  0.068
C (-2.20, -1.89, -1.06)  -0.372
N (-3.24, -1.11, -0.75)  -0.127
C (-3.17, -0.11, 0.30)  -0.049
C (-4.44, -1.05, -1.56)  -0.032
N (-2.47, -3.03, -1.73)  -0.138
C (-1.55, -3.60, -2.71)  -0.011
C (-3.58, -3.90, -1.37)  -0.035
N (3.79, -0.74, -0.92)  -0.136
C (5.17, -0.77, -1.38)  -0.037
C (3.63, -0.99, 0.50)  -0.037
H (1.37, 1.43, -3.68)  0.014
H (1.52, -0.31, -4.01)  0.087
H (2.67, 0.84, -4.72)  0.105
H (3.31, 2.51, -2.70)  0.104
H (4.73, 1.55, -3.16)  0.102
H (4.20, 1.64, -1.46)  0.091
H (3.20, -3.21, -1.52)  0.120
H (2.70, -5.29, -0.31)  0.111
H (0.53, -5.56, 0.86)  0.111
H (-1.19, -3.80, 0.64)  0.125
H (-2.41, -0.39, 1.04)  0.080
H (-4.13, -0.05, 0.81)  0.108
H (-2.93, 0.88, -0.10)  0.042
H (-4.31, -1.62, -2.48)  0.095
H (-4.62, 0.00, -1.83)  0.098
H (-5.31, -1.42, -1.02)  0.101
H (-0.85, -2.85, -3.06)  0.100
H (-2.14, -3.95, -3.56)  0.103
H (-0.99, -4.45, -2.31)  0.097
H (-4.12, -3.49, -0.52)  0.095
H (-3.18, -4.88, -1.08)  0.100
H (-4.26, -4.05, -2.20)  0.099
H (5.21, -0.77, -2.47)  0.100
H (5.63, -1.70, -1.03)  0.101
H (5.75, 0.06, -1.00)  0.096
H (2.61, -0.79, 0.81)  0.044
H (4.29, -0.32, 1.05)  0.105
H (3.88, -2.02, 0.77)  0.096
I (-0.88, 3.41, -2.75)  0.330

---

No. 5
CH20Na3O13 as an isolated structure in a non-equilibrium geometry, computed with ωB97M-V with the def2-TZVPD basis set.

Relative energy (zero: lowest compared OMol25 entry of this formula, charge and spin) ... 54.8 kcal/mol
Frontier orbital gap ... 5.5 eV
Total energy ... -41224.7354 eV
Net charge ... +1

Last column: natural (NBO) charge in e.
Positions of all 37 atoms, in Å:
Na (-2.73, 0.82, 2.59)  0.972
Na (-0.89, 4.03, 0.77)  0.971
Na (-2.73, 1.25, -1.27)  0.980
C (-0.38, 0.56, 0.25)  0.944
O (-0.54, 1.78, -0.17)  -1.030
O (-0.76, 0.19, 1.44)  -0.976
O (-0.01, -0.34, -0.57)  -0.817
O (2.45, -2.34, 1.58)  -0.928
H (2.38, -1.61, 2.20)  0.461
H (1.88, -2.09, 0.84)  0.466
O (1.78, 0.45, 3.05)  -0.951
H (0.99, 0.32, 2.51)  0.469
H (1.71, -0.22, 3.74)  0.479
O (-1.35, -2.26, 2.80)  -0.962
H (-1.73, -2.56, 1.96)  0.493
H (-0.96, -1.40, 2.60)  0.468
O (1.23, 3.36, -1.66)  -0.951
H (1.57, 3.77, -0.85)  0.458
H (0.61, 2.68, -1.36)  0.485
O (2.94, 0.42, -1.21)  -0.927
H (2.92, 1.28, -0.78)  0.455
H (2.01, 0.16, -1.29)  0.470
O (0.30, 0.52, -3.22)  -0.969
H (0.27, 1.47, -3.37)  0.475
H (0.10, 0.39, -2.27)  0.479
O (-1.53, -1.90, -3.52)  -0.934
H (-0.90, -1.18, -3.34)  0.494
H (-2.40, -1.53, -3.32)  0.444
O (0.46, -3.25, -1.85)  -0.942
H (0.57, -2.52, -1.24)  0.457
H (-0.21, -2.93, -2.48)  0.478
O (-0.02, 3.06, 2.72)  -0.974
H (-0.01, 2.17, 2.31)  0.504
H (-0.69, 3.01, 3.41)  0.470
O (-2.10, -2.21, -0.19)  -0.938
H (-1.40, -1.53, -0.14)  0.492
H (-2.82, -1.82, -0.68)  0.434

---

Q: Which of these has the highest total energy?
A: C5H9NO

---

Q: The highest total energy belongs to which entry?
A: C5H9NO